[1]
{"formula": "C16H24N4O7P2STi", "method": "ωB97M-V/def2-TZVPD", "species": ["Ti", "O", "P", "O", "O", "O", "P", "O", "O", "O", "H", "H", "N", "C", "N", "C", "C", "C", "C", "C", "C", "H", "H", "H", "H", "H", "H", "C", "N", "C", "C", "N", "C", "S", "H", "H", "H", "H", "H", "H", "C", "C", "C", "C", "C", "H", "H", "H", "H", "H", "H", "H", "H", "H", "H"], "coordinates": [[0.289, 0.066, 0.444], [1.954, 0.904, 2.080], [3.124, 0.068, 1.256], [4.483, 0.524, 1.590], [2.517, 0.160, -0.117], [2.916, -1.417, 1.850], [1.609, -2.389, 1.758], [0.828, -1.793, 3.060], [1.995, -3.794, 1.943], [0.811, -1.948, 0.553], [2.125, 1.001, 3.022], [-0.090, -2.093, 3.072], [0.855, 3.559, -2.020], [0.629, 2.280, -1.590], [0.491, 2.185, -0.299], [0.641, 3.477, 0.181], [0.585, 3.947, 1.494], [0.760, 5.302, 1.700], [0.988, 6.177, 0.623], [1.043, 5.721, -0.683], [0.869, 4.353, -0.885], [1.009, 3.840, -2.969], [0.552, 1.442, -2.267], [0.399, 3.250, 2.299], [0.720, 5.707, 2.703], [1.121, 7.232, 0.829], [1.216, 6.400, -1.509], [-0.679, -1.624, -2.202], [-1.520, -0.460, -1.949], [-2.186, 0.021, -3.082], [-3.454, 0.346, -2.830], [-3.793, 0.129, -1.486], [-2.584, -0.509, -0.802], [-3.027, -2.188, -0.293], [-0.279, -1.544, -3.218], [-1.246, -2.556, -2.103], [0.172, -1.685, -1.518], [-1.662, 0.123, -4.023], [-4.157, 0.778, -3.530], [-4.560, -0.530, -1.383], [-2.941, 2.358, 1.543], [-2.877, 0.827, 1.485], [-2.215, 0.336, 2.780], [-4.329, 0.330, 1.530], [-2.001, 0.420, 0.250], [-3.492, 2.704, 2.426], [-3.440, 2.736, 0.648], [-1.940, 2.799, 1.580], [-2.722, 0.729, 3.674], [-1.158, 0.627, 2.829], [-2.245, -0.756, 2.824], [-4.750, 0.561, 2.517], [-4.390, -0.743, 1.353], [-4.941, 0.830, 0.779], [-1.915, 1.352, -0.340]], "forces_ev_per_a": [[-0.3, 0.1, -0.5], [-0.1, 0.2, 0.1], [-0.3, 0.1, -0.3], [0.0, 0.1, 0.1], [0.1, 0.0, 0.1], [0.2, -0.3, 0.1], [0.0, 0.2, 0.1], [0.0, 0.0, 0.2], [0.1, 0.0, 0.0], [-0.1, -0.2, 0.3], [0.0, -0.2, 0.0], [0.1, 0.0, -0.1], [0.0, -0.1, 0.5], [-0.1, -0.1, 0.0], [0.2, 0.4, -0.5], [0.0, -0.2, 0.2], [0.0, 0.0, -0.2], [0.0, 0.0, -0.2], [0.0, -0.1, 0.0], [0.0, -0.1, 0.0], [0.0, 0.3, 0.0], [0.0, 0.0, 0.0], [0.0, 0.0, 0.0], [0.0, 0.0, 0.0], [0.0, 0.0, 0.0], [0.0, 0.0, -0.1], [0.0, 0.0, 0.0], [0.1, -0.2, 0.0], [0.1, 0.1, 0.1], [-0.1, 0.1, 0.0], [0.0, 0.0, 0.0], [0.0, -0.1, 0.0], [0.1, -0.1, -0.1], [0.0, -0.1, 0.1], [0.0, 0.0, 0.0], [0.0, 0.0, -0.1], [-0.2, 0.0, -0.1], [0.0, 0.0, 0.0], [0.0, 0.0, 0.0], [0.0, 0.0, 0.0], [0.1, 0.0, 0.0], [0.2, -0.1, 0.1], [0.1, -0.1, 0.2], [-0.1, 0.1, 0.0], [0.1, 0.4, 0.2], [0.0, 0.0, 0.0], [0.0, 0.0, 0.0], [0.0, 0.0, 0.0], [0.0, 0.0, 0.0], [-0.1, 0.1, 0.0], [0.0, 0.0, -0.1], [-0.1, 0.0, 0.0], [0.0, 0.0, 0.0], [0.0, 0.0, -0.1], [0.1, 0.0, 0.1]], "mulliken_spin": [1.831, 0.005, 0.018, -0.001, 0.000, -0.003, 0.018, 0.006, 0.000, 0.027, 0.007, 0.001, 0.005, 0.063, -0.022, -0.024, 0.017, 0.013, 0.000, 0.001, -0.016, 0.001, -0.003, 0.028, 0.000, 0.000, 0.000, 0.006, 0.003, 0.000, 0.002, -0.001, -0.020, -0.002, -0.003, 0.000, 0.013, 0.000, 0.001, 0.000, 0.006, -0.053, 0.037, 0.001, 0.056, 0.000, -0.002, 0.006, 0.001, 0.000, 0.005, 0.001, 0.000, -0.001, -0.028], "lumo_ev": [4.14, 4.14], "spin_multiplicity": 3, "energy_ha": -3300.49441, "total_charge": -2, "gap_ha": [0.1660, 0.1726], "homo_energy_ha": [-0.0138, -0.0204], "s2": 2.00, "relative_energy_kcal_mol": 24.4}

---

[2]
{"formula": "C16H24N5O3Y", "method": "ωB97M-V/def2-TZVPD", "species": ["Y", "N", "C", "C", "C", "O", "O", "H", "H", "H", "H", "H", "H", "C", "C", "O", "N", "C", "C", "C", "C", "C", "C", "N", "H", "H", "H", "H", "H", "H", "H", "H", "H", "H", "C", "C", "C", "C", "N", "N", "C", "H", "H", "H", "H", "H", "H", "H", "H"], "coordinates": [[0.083, 0.888, -0.433], [2.276, 1.089, -1.916], [2.348, 2.298, -2.801], [2.019, 3.580, -2.011], [0.910, 3.142, -1.114], [-0.184, 2.746, -1.632], [1.156, 2.821, 0.093], [3.063, 1.122, -1.269], [2.440, 0.269, -2.494], [1.605, 2.163, -3.584], [3.329, 2.385, -3.265], [1.704, 4.360, -2.700], [2.864, 3.927, -1.420], [-4.158, 1.745, -0.068], [-3.062, 0.821, 0.332], [-2.100, 0.589, -0.452], [-3.102, 0.223, 1.512], [-2.084, -0.727, 1.964], [-0.958, -0.060, 2.718], [-0.870, -0.178, 4.091], [0.154, 0.471, 4.769], [1.053, 1.231, 4.049], [0.908, 1.309, 2.675], [-0.066, 0.665, 2.009], [-3.724, 2.700, -0.362], [-4.893, 1.897, 0.719], [-4.651, 1.330, -0.949], [-3.876, 0.434, 2.125], [-1.703, -1.259, 1.092], [-2.573, -1.457, 2.606], [-1.596, -0.770, 4.632], [0.235, 0.383, 5.844], [1.856, 1.768, 4.532], [1.582, 1.917, 2.087], [-0.698, -4.406, -2.905], [-0.003, -3.398, -2.060], [1.184, -3.460, -1.350], [1.322, -2.223, -0.723], [0.280, -1.431, -1.019], [-0.511, -2.175, -1.834], [2.427, -1.741, 0.158], [0.021, -5.113, -3.311], [-1.223, -3.934, -3.735], [-1.423, -4.966, -2.313], [1.855, -4.301, -1.302], [-1.384, -1.808, -2.179], [2.674, -2.487, 0.912], [2.159, -0.828, 0.700], [3.336, -1.551, -0.414]], "forces_ev_per_a": [[0.0, 0.0, 0.0], [-0.1, 0.0, 0.1], [0.0, 0.0, 0.0], [0.0, 0.0, 0.0], [0.0, 0.0, 0.0], [0.0, 0.1, 0.0], [0.0, 0.0, -0.1], [0.0, 0.0, 0.0], [0.0, 0.0, 0.0], [0.0, 0.0, 0.0], [0.0, 0.0, 0.0], [0.0, 0.0, 0.0], [0.0, 0.0, 0.0], [0.0, 0.0, 0.0], [-0.1, 0.0, 0.0], [0.1, 0.0, 0.0], [0.0, 0.0, 0.0], [-0.1, 0.0, 0.0], [0.1, 0.0, 0.0], [0.0, 0.0, 0.0], [-0.1, -0.1, 0.0], [0.1, 0.1, 0.0], [-0.1, -0.1, 0.2], [0.0, 0.1, -0.1], [0.0, 0.0, 0.0], [0.0, 0.0, 0.0], [0.0, 0.0, 0.0], [0.0, 0.0, 0.0], [0.0, 0.0, 0.0], [0.0, 0.0, 0.0], [0.0, 0.0, 0.0], [0.0, 0.0, 0.0], [0.0, 0.0, 0.0], [0.0, 0.0, 0.0], [0.0, 0.0, 0.0], [0.0, 0.0, 0.0], [0.0, 0.0, -0.1], [0.0, 0.0, 0.0], [0.0, 0.0, 0.0], [0.0, 0.0, 0.0], [0.0, 0.0, 0.0], [0.0, 0.0, 0.0], [0.0, 0.0, 0.0], [0.0, 0.0, 0.0], [0.0, 0.0, 0.0], [0.0, 0.0, 0.0], [0.0, 0.0, 0.0], [0.0, 0.0, 0.0], [0.0, 0.0, 0.0]], "nbo_charge": [2.197, -0.910, -0.201, -0.519, 0.792, -0.759, -0.777, 0.392, 0.401, 0.221, 0.223, 0.272, 0.245, -0.704, 0.743, -0.807, -0.533, -0.266, 0.211, -0.223, -0.098, -0.226, 0.068, -0.604, 0.273, 0.244, 0.275, 0.433, 0.240, 0.249, 0.244, 0.254, 0.257, 0.242, -0.663, 0.247, -0.326, 0.204, -0.502, -0.325, -0.639, 0.261, 0.242, 0.256, 0.260, 0.427, 0.268, 0.196, 0.248], "lumo_ev": -5.77, "energy_ha": -1161.65483, "total_charge": 2, "gap_ha": 0.3590, "homo_energy_ha": -0.5710, "relative_energy_kcal_mol": 0.0}

---

[3]
{"formula": "C16H24N7O6P", "method": "ωB97M-V/def2-TZVPD", "species": ["O", "N", "C", "C", "N", "O", "C", "N", "O", "O", "C", "C", "N", "O", "O", "N", "C", "H", "C", "C", "C", "C", "N", "C", "C", "N", "C", "C", "C", "C", "P", "H", "H", "H", "H", "H", "H", "H", "H", "H", "H", "H", "H", "H", "H", "H", "H", "H", "H", "H", "H", "H", "H", "H"], "coordinates": [[0.420, 6.996, -2.158], [0.902, 5.879, -2.128], [0.411, 4.584, -2.142], [1.505, 3.702, -2.114], [2.681, 4.405, -2.092], [2.299, 5.722, -2.101], [1.278, 2.260, -2.165], [2.353, 1.279, -2.245], [3.484, 1.516, -1.785], [2.049, 0.168, -2.755], [-0.046, 1.758, -2.192], [-1.091, 2.693, -2.227], [-2.479, 2.512, -2.304], [-3.168, 1.502, -2.351], [-3.063, 3.786, -2.315], [-2.104, 4.779, -2.243], [-0.918, 4.100, -2.200], [-0.266, 0.693, -2.251], [3.377, -2.373, 1.802], [2.343, -2.508, 0.693], [2.768, -1.658, -0.499], [2.242, -3.966, 0.239], [1.035, -2.069, 1.200], [0.966, -1.002, 2.187], [-0.500, -0.631, 2.380], [-1.298, -1.455, 1.484], [-2.721, -1.142, 1.295], [-3.290, -0.597, 2.598], [-3.466, -2.423, 0.900], [-2.879, -0.114, 0.179], [-0.349, -2.080, 0.252], [-0.158, -0.919, -0.666], [3.052, -2.894, 2.710], [4.318, -2.825, 1.471], [3.590, -1.319, 2.039], [2.066, -1.727, -1.337], [2.838, -0.599, -0.214], [3.755, -1.974, -0.867], [1.529, -4.104, -0.582], [3.227, -4.305, -0.108], [1.936, -4.609, 1.073], [1.346, -1.366, 3.145], [1.550, -0.114, 1.890], [-0.769, -0.854, 3.417], [-0.647, 0.448, 2.205], [-2.892, 0.402, 2.835], [-4.376, -0.499, 2.502], [-3.085, -1.277, 3.433], [-3.124, -2.835, -0.056], [-3.341, -3.194, 1.670], [-4.539, -2.205, 0.811], [-2.531, -0.507, -0.784], [-3.931, 0.178, 0.062], [-2.289, 0.785, 0.407]], "forces_ev_per_a": [[0.4, -1.2, 0.1], [-0.4, -1.5, -0.2], [0.6, 2.0, 0.1], [2.4, 1.0, 0.0], [-2.5, -1.2, 0.0], [-0.2, 0.1, 0.0], [-2.3, -0.7, 0.0], [1.4, -2.4, -0.1], [-2.3, 0.3, -0.8], [0.4, 2.5, 0.8], [2.5, 0.3, -0.3], [-2.5, 1.1, 0.0], [1.6, -0.7, 0.2], [0.7, 1.6, -0.1], [0.4, -0.6, 0.0], [2.3, -1.8, 0.0], [-2.9, 1.3, -0.1], [0.3, 0.2, 0.1], [0.3, 0.0, 0.2], [-0.1, -0.1, -0.4], [0.3, 0.2, -0.2], [0.2, -0.3, 0.2], [-0.2, 0.1, 0.4], [0.5, 0.1, 0.2], [-0.3, 0.3, 0.3], [0.2, 0.1, 0.4], [0.1, -0.2, -0.3], [-0.2, 0.2, 0.2], [-0.3, -0.1, 0.2], [-0.2, 0.3, -0.1], [-0.2, -0.7, -1.5], [0.1, 0.0, 0.6], [0.1, 0.1, -0.1], [-0.1, 0.1, 0.0], [-0.1, -0.3, 0.0], [0.1, -0.1, 0.2], [0.0, -0.2, 0.0], [-0.2, 0.1, 0.1], [0.1, 0.1, 0.2], [-0.2, 0.1, 0.0], [0.0, 0.1, -0.1], [0.2, 0.1, -0.1], [-0.1, -0.1, 0.0], [-0.2, 0.2, -0.1], [0.0, -0.1, 0.0], [-0.1, -0.3, 0.0], [0.1, 0.0, 0.0], [0.0, 0.1, -0.1], [0.0, 0.1, 0.2], [0.0, 0.2, -0.1], [0.2, 0.0, 0.0], [-0.1, 0.0, 0.2], [0.2, 0.0, 0.0], [-0.1, -0.1, 0.0]], "nbo_charge": [-0.332, 0.422, 0.003, 0.070, -0.049, -0.136, 0.086, 0.481, -0.332, -0.372, -0.136, 0.013, 0.419, -0.335, -0.131, -0.063, 0.099, 0.293, -0.617, 0.127, -0.626, -0.613, -0.768, -0.208, -0.220, -0.767, 0.129, -0.617, -0.614, -0.627, 1.023, -0.195, 0.214, 0.219, 0.212, 0.222, 0.202, 0.217, 0.221, 0.208, 0.215, 0.197, 0.174, 0.196, 0.173, 0.210, 0.218, 0.218, 0.222, 0.218, 0.208, 0.216, 0.219, 0.195], "lumo_ev": -2.40, "energy_ha": -1799.74184, "gap_ha": 0.2079, "homo_energy_ha": -0.2959}